The following is a quantum chemistry calculation of 2 unconnected molecules or ions with the total composition C8H10N3, from the OMol25 dataset.

```
21
Properties=species:S:1:pos:R:3:forces:R:3:lowdin_charge:R:1
C -2.897829 -0.655330 -0.266970 0.38 -1.02 2.23 -0.050
C -2.101625 -1.514714 0.564071 -3.84 -0.64 -0.30 -0.072
C -2.354778 0.490666 -0.759833 0.35 1.08 0.04 -0.048
C -0.899038 -1.145105 0.972189 2.80 0.61 -0.49 -0.049
C -1.031973 0.887730 -0.337017 -0.73 0.12 -3.03 -0.042
C -0.314665 0.081394 0.491283 1.02 -0.91 1.54 -0.225
C 1.915441 -0.161187 -1.166190 -2.29 1.36 -1.52 -0.057
C 1.112233 0.427624 0.865914 -2.05 0.39 -0.97 -0.093
N 3.947525 -0.882091 -0.138250 -0.72 0.23 -0.51 0.305
N 3.031375 -0.543764 -0.696449 3.91 -0.23 1.65 -0.154
N 1.477099 1.704566 1.015006 1.32 0.31 -0.84 0.155
H -3.952952 -0.894057 -0.208705 -0.05 0.10 -1.11 0.118
H -2.609566 -2.440101 0.982489 0.94 1.15 -0.73 0.145
H -2.993137 1.098410 -1.425927 0.80 -0.09 0.43 0.124
H -0.329509 -1.925203 1.448571 0.50 0.38 0.72 0.120
H -0.481329 1.597088 -1.028085 -0.87 -0.21 1.37 0.132
H 1.489995 -1.003990 -1.652777 -1.08 -0.39 -0.46 0.115
H 1.747449 0.855981 -1.592375 0.68 -1.08 0.43 0.131
H 1.736119 -0.384222 1.251877 -0.13 0.67 0.38 0.134
H 2.495314 1.872441 1.131228 -1.06 -0.11 0.28 0.146
H 1.013858 2.533868 0.549949 0.13 -1.72 0.91 0.165
```
Positions in Å, forces in eV/Å.

Orbital gap, eV: 8.21
LUMO energy, eV: -4.76
Energy, Eh: -474.7467
Relative energy (zero: lowest compared OMol25 entry of this formula, charge and spin), kcal/mol: 50.8
Charge: +1
F_max, hartree/bohr: 0.08258
HOMO energy, eV: -13.0

***

The following is a quantum chemistry calculation of a molecular structure, C18H9AlClF5N2O4S, from the OMol25 dataset.

```
41
Properties=species:S:1:pos:R:3:forces:R:3:lowdin_charge:R:1
Al 0.988602 -0.466264 -1.334368 0.19 0.29 -0.22 0.090
F -1.114553 4.993770 2.137340 0.00 -0.01 0.00 0.133
C -0.759652 4.196805 1.132334 -0.02 -0.01 -0.04 -0.136
C 0.416074 3.469494 1.200604 0.01 -0.02 -0.02 -0.141
F 1.202766 3.566572 2.271736 -0.01 0.01 0.01 0.128
C 0.767041 2.651524 0.143149 0.01 0.07 0.01 -0.240
F 1.921302 1.971092 0.220605 -0.01 -0.01 0.03 0.077
C -0.024553 2.506349 -0.987227 0.04 0.00 0.07 -0.471
S 0.432429 1.456036 -2.326099 -0.08 0.22 0.04 0.871
C -1.195749 3.255312 -1.030905 0.00 -0.03 0.05 -0.234
F -2.004926 3.175620 -2.086627 0.01 -0.01 0.00 0.098
C -1.564040 4.091457 0.009305 0.03 -0.01 0.02 -0.139
F -2.696268 4.790045 -0.060629 0.01 0.00 0.01 0.129
C 0.705359 0.166343 4.289167 0.02 0.01 0.02 -0.069
C 1.741340 0.067715 3.374136 0.00 0.00 -0.02 -0.055
C 1.473141 -0.252979 2.051693 0.02 -0.01 0.09 -0.019
C 0.161013 -0.482763 1.667929 -0.13 0.13 -0.04 -0.218
C -0.888211 -0.395180 2.576657 0.04 0.08 0.05 -0.012
C -0.606254 -0.063756 3.889498 -0.02 -0.01 -0.03 -0.066
N -0.075661 -0.827655 0.302410 0.12 -0.20 -0.04 0.033
N -1.107266 -1.491277 0.059241 0.03 -0.08 -0.06 0.177
C -1.249912 -1.939610 -1.274417 0.04 0.09 0.18 -0.262
C -2.420208 -2.632311 -1.565594 0.00 -0.04 -0.11 -0.007
C -2.582998 -3.120476 -2.850182 -0.03 0.00 0.07 -0.068
C -1.584165 -2.913245 -3.794741 0.05 0.02 -0.02 -0.057
C -0.421933 -2.212796 -3.478546 -0.04 -0.07 0.03 -0.067
C -0.221981 -1.713297 -2.199583 -0.04 -0.09 -0.15 -0.142
H 0.916563 0.427382 5.317467 0.00 0.00 0.00 0.108
H 2.763051 0.242038 3.681999 0.00 0.00 0.01 0.114
H 2.283679 -0.337765 1.339840 -0.03 0.00 -0.03 0.105
H -1.902227 -0.574875 2.250232 0.01 0.00 -0.02 0.111
H -1.413326 0.018384 4.604886 0.00 0.00 0.00 0.108
H -3.168195 -2.775475 -0.797371 0.00 0.00 0.01 0.116
H -3.478454 -3.664476 -3.117972 0.00 0.00 0.01 0.106
H -1.713419 -3.304856 -4.795943 0.00 0.00 0.00 0.108
H 0.328126 -2.073953 -4.247165 0.02 0.01 0.01 0.110
O 2.207258 -2.734298 -0.656469 -0.02 -0.33 0.18 -0.286
Cl 3.262606 -2.039439 -1.328204 -0.26 0.22 0.24 0.753
O 4.508771 -2.158744 -0.693249 0.24 0.09 0.14 -0.234
O 3.296231 -2.322973 -2.709509 0.06 -0.02 -0.28 -0.248
O 2.818598 -0.547476 -1.185427 -0.26 -0.29 -0.20 -0.302
```
Positions in Å, forces in eV/Å.

Orbital gap, eV: 7.09
LUMO energy, eV: -1.75
Energy, Eh: -2701.7437
Relative energy (zero: lowest compared OMol25 entry of this formula, charge and spin), kcal/mol: 4.7
F_max, hartree/bohr: 0.00850
HOMO energy, eV: -8.8

***

The following is a quantum chemistry calculation of a molecular structure, C34H59N5O10P2S2Y, from the OMol25 dataset.

```
113
Properties=species:S:1:pos:R:3:forces:R:3:lowdin_charge:R:1
Y -0.055456 -0.731570 -0.729604 -0.19 0.48 0.30 1.499
N -1.998637 -4.374992 0.965096 -0.06 -0.03 0.07 0.174
C -1.074137 -3.433312 0.653743 -0.14 0.13 -0.04 -0.529
O -1.333139 -2.234127 0.826517 0.08 -0.07 0.06 -0.073
C 0.232891 -3.910807 0.089662 0.07 -0.08 -0.17 -0.239
C 1.176708 -2.754388 -0.200397 0.09 -0.16 -0.01 -0.268
H -2.936501 -4.038037 1.114937 0.01 0.00 0.00 0.102
H -1.920934 -5.262773 0.492928 0.02 -0.01 0.00 0.077
H -0.048718 -4.416386 -0.841841 0.04 0.00 0.03 0.086
H 0.606477 -4.713316 0.745960 -0.01 0.04 0.05 0.108
H 1.872568 -3.030586 -0.998044 -0.01 -0.03 0.01 0.021
H 1.780516 -2.526556 0.685357 0.04 -0.05 -0.01 0.006
C 2.110646 -2.104453 3.755922 0.01 0.04 -0.02 -0.039
C 2.999157 -0.881195 3.660726 -0.04 -0.01 0.04 -0.432
C 3.892277 -0.703309 4.868285 0.03 -0.04 -0.01 -0.045
O 2.171532 0.322445 3.587423 -0.02 0.07 -0.11 -0.183
P 1.739525 0.821899 2.136303 -0.12 -0.01 0.15 0.467
O 1.195471 -0.264350 1.306048 0.25 0.09 -0.12 -0.339
C 0.585054 2.149621 2.539176 0.00 -0.02 -0.02 -0.247
P -1.128789 1.650902 2.204150 0.06 0.09 -0.10 0.480
O -1.333484 0.656140 1.144449 -0.03 -0.10 0.16 -0.301
O -1.956354 2.954614 1.874692 0.16 -0.04 0.06 -0.174
C -1.729339 4.268083 2.442972 -0.03 0.02 -0.03 -0.447
C -2.992459 4.658516 3.179631 -0.02 0.00 0.02 -0.043
C -1.376201 5.201780 1.302007 -0.05 -0.08 0.00 -0.042
O -1.560056 1.205824 3.666958 -0.13 0.12 -0.09 -0.178
C -2.322720 0.020141 4.030522 0.05 0.01 0.08 -0.408
C -1.372549 -1.155746 4.072376 -0.03 -0.02 0.02 -0.038
C -3.516318 -0.214607 3.128584 -0.01 0.02 0.01 -0.051
O 3.021348 1.443263 1.468108 0.04 0.07 0.05 -0.199
C 3.842771 2.476716 2.075160 -0.03 0.00 -0.04 -0.434
C 5.255711 1.935819 2.113204 0.02 0.00 -0.01 -0.034
C 3.728699 3.737265 1.239620 -0.01 -0.09 0.02 -0.045
H 2.727093 -3.003367 3.794880 0.03 -0.01 0.00 0.091
H 1.459670 -2.172237 2.886141 -0.01 -0.01 0.01 0.060
H 1.506112 -2.057608 4.662939 0.00 -0.01 0.01 0.078
H 3.597701 -0.932183 2.746385 0.02 -0.01 0.00 0.140
H 3.285511 -0.624494 5.771457 -0.01 0.00 0.01 0.086
H 4.501881 0.195540 4.782198 0.01 0.02 -0.01 0.069
H 4.553881 -1.564210 4.969304 0.01 -0.01 0.01 0.087
H 0.814531 2.996095 1.892198 0.02 0.04 -0.05 0.007
H 0.695212 2.425836 3.586776 0.00 -0.02 0.04 0.085
H -0.901882 4.205594 3.157423 0.01 0.01 -0.03 0.127
H -3.831222 4.680668 2.483027 -0.01 0.00 -0.01 0.088
H -2.880439 5.649386 3.620804 0.00 0.02 0.01 0.082
H -3.212764 3.942224 3.971996 -0.01 0.00 0.00 0.078
H -2.192457 5.227396 0.577747 -0.01 0.01 0.04 0.086
H -0.496350 4.853581 0.761067 0.05 -0.03 0.00 0.042
H -1.202225 6.212854 1.674901 0.00 -0.01 0.02 0.085
H -2.667744 0.269301 5.036199 0.00 -0.05 0.00 0.137
H -1.006288 -1.369191 3.067459 0.03 -0.01 -0.02 0.064
H -1.889170 -2.042268 4.444328 -0.01 -0.02 0.00 0.092
H -0.533274 -0.936555 4.732936 0.00 0.00 -0.02 0.074
H -3.187597 -0.518352 2.137314 0.01 -0.02 -0.06 0.061
H -4.131682 0.683864 3.048837 0.01 -0.01 0.01 0.086
H -4.126766 -1.010685 3.558172 -0.02 -0.01 0.01 0.090
H 3.484446 2.651296 3.095900 -0.01 0.00 -0.01 0.136
H 5.595756 1.737107 1.096428 0.01 -0.01 -0.01 0.092
H 5.305535 1.006966 2.680097 0.00 -0.02 0.02 0.066
H 5.925251 2.663650 2.572347 0.02 0.01 0.01 0.086
H 3.991110 3.516436 0.205237 0.02 -0.01 -0.02 0.091
H 4.404480 4.501302 1.628139 0.00 -0.01 0.01 0.085
H 2.714906 4.130943 1.231295 -0.06 0.01 0.00 0.055
O -1.206026 -2.385493 -1.940715 -0.18 0.12 -0.23 -0.267
N -1.954902 -2.267563 -2.969074 -0.01 -0.17 0.11 -0.007
C -2.541629 -3.381412 -3.352962 0.01 0.06 -0.02 -0.305
C -2.360010 -4.605876 -2.630683 0.01 -0.02 0.02 -0.171
N -2.214986 -5.567009 -2.012517 -0.05 0.03 -0.05 0.156
C -3.421201 -3.333943 -4.476362 0.06 -0.04 0.01 -0.199
N -4.148015 -3.322077 -5.368314 -0.04 0.01 -0.01 0.130
C -4.935958 -0.222660 -0.255202 0.00 -0.03 -0.02 -0.134
C -4.411777 1.219885 -0.170820 0.01 0.00 0.00 -0.139
C -3.223051 1.214067 -1.118421 0.03 -0.01 0.07 -0.184
O -2.685930 -0.104451 -1.014306 0.03 0.00 -0.18 -0.233
C -3.801388 -0.992624 -0.956849 -0.01 0.01 -0.03 -0.184
H -5.854060 -0.285039 -0.840395 0.01 0.00 0.00 0.105
H -5.149110 -0.626936 0.733062 0.00 -0.03 0.04 0.090
H -4.062643 1.448885 0.835024 0.00 0.01 -0.01 0.078
H -5.157920 1.962486 -0.453359 0.00 0.00 0.00 0.112
H -2.449944 1.920180 -0.839133 0.07 0.07 -0.01 0.099
H -3.535238 1.397285 -2.152468 0.00 0.01 -0.02 0.127
H -3.472642 -1.884783 -0.427132 -0.01 0.00 -0.01 0.103
H -4.096660 -1.266305 -1.974107 0.02 -0.01 0.01 0.112
C 1.297965 -3.446783 -3.973191 -0.03 0.00 0.01 -0.105
N 0.904698 -2.636995 -5.113529 0.00 0.00 -0.01 -0.244
C 1.875313 -2.771869 -6.177943 0.00 0.00 0.00 -0.135
C 0.612557 -1.238638 -4.753939 -0.01 0.01 -0.02 -0.189
C 1.686390 -0.527754 -3.957033 0.07 0.05 -0.01 -0.263
C 2.781044 -0.025446 -4.667315 0.01 0.00 0.04 -0.082
C 3.869007 0.536125 -4.015163 -0.02 -0.01 -0.03 -0.119
C 3.853195 0.586856 -2.630489 0.02 0.00 0.02 -0.122
C 2.739486 0.122786 -1.941308 -0.01 -0.06 0.06 -0.187
C 1.597759 -0.430059 -2.552108 0.16 -0.03 -0.06 -0.171
H 1.314788 -4.497935 -4.273038 0.00 -0.01 0.01 0.081
H 0.586661 -3.323194 -3.158307 0.00 0.00 0.02 0.054
H 2.291912 -3.178973 -3.582820 0.01 0.00 0.01 0.088
H 1.908324 -3.815634 -6.501671 0.00 0.00 0.00 0.074
H 2.896010 -2.480712 -5.881065 0.01 0.00 0.00 0.075
H 1.578912 -2.159341 -7.032072 0.00 0.00 -0.01 0.078
H -0.314156 -1.238879 -4.184018 0.01 -0.02 0.02 0.064
H 0.418413 -0.712253 -5.695246 -0.01 0.00 0.01 0.115
H 2.777574 -0.069736 -5.752720 0.00 0.00 -0.01 0.095
H 4.708865 0.926596 -4.578751 0.01 0.00 0.00 0.085
H 4.694178 1.009423 -2.088244 0.00 0.00 0.00 0.083
H 2.776227 0.221561 -0.857162 -0.03 -0.01 0.02 0.048
C -1.210207 1.698496 -3.803435 -0.04 -0.01 -0.04 -0.116
O -0.588331 1.680451 -2.520696 0.01 -0.05 0.02 -0.339
C -0.205147 2.844954 -1.942135 -0.14 -0.12 0.18 -1.324
S -0.739607 4.317905 -2.506122 0.08 0.00 -0.04 0.546
S 0.786097 2.550670 -0.592858 -0.13 0.02 -0.18 0.652
H -1.435521 0.657904 -4.025651 -0.01 0.00 0.00 0.081
H -0.521914 2.109547 -4.542244 0.00 -0.02 0.00 0.092
H -2.116137 2.302871 -3.789507 0.00 0.01 0.01 0.054
```
Positions in Å, forces in eV/Å.

Orbital gap, eV: 6.45
LUMO energy, eV: 1.99
Energy, Eh: -3874.8511
Relative energy (zero: lowest compared OMol25 entry of this formula, charge and spin), kcal/mol: 3.4
Charge: -1
F_max, hartree/bohr: 0.01163
HOMO energy, eV: -4.5